Molecular formula: C31H27N5O2S3Yb
Method: DFT, wB97M-V/def2-TZVPD

XYZ file:
```
69
Properties=species:S:1:pos:R:3:forces:R:3
Yb 0.0807 0.6034 0.5341 0.8 -0.2 0.2
C 0.7359 -1.9339 3.4518 -1.5 0.7 -0.1
C 0.6329 -0.4605 3.8122 0.3 -0.4 -0.9
N 0.6558 0.4996 2.9146 0.1 0.4 -0.1
C 0.7147 1.7686 3.4958 -0.1 -1.3 1.0
C 0.6322 1.7393 4.8563 0.0 -0.3 -0.4
S 0.5756 0.1115 5.4070 0.0 0.4 0.3
C 0.9848 2.9245 2.6771 -0.5 0.7 -0.2
C 1.1190 4.1993 3.1197 0.5 0.4 -0.8
S 1.4904 5.2248 1.7766 -0.2 -0.5 0.2
C 1.3616 3.8885 0.6937 0.0 -0.1 0.3
N 1.0888 2.7606 1.3164 0.0 0.2 -0.4
C 1.6301 4.0543 -0.7764 -0.8 0.8 0.5
H 0.4449 -2.1028 2.3956 0.4 0.1 0.6
H 0.0516 -2.4901 4.0871 -0.2 -0.1 0.0
H 1.6973 -2.3432 3.6664 0.9 0.0 -0.1
H 0.5981 2.5862 5.5166 0.1 0.0 0.2
H 1.1048 4.5921 4.1169 -0.1 0.0 0.2
H 2.5329 4.6276 -0.8994 0.4 0.4 -0.1
H 0.7979 4.5776 -1.2866 0.4 -0.3 0.4
H 1.7761 3.1176 -1.2556 0.0 -0.9 -0.3
C -2.7069 0.6203 -6.5811 -0.8 0.8 0.4
C -2.6345 0.5705 -5.0775 0.5 -0.4 0.2
C -3.4327 1.3244 -4.2320 0.0 0.0 0.6
C -3.2593 1.2678 -2.8378 0.3 0.0 -1.6
C -2.2411 0.5010 -2.3263 -0.3 -0.7 1.3
C -1.4289 -0.2945 -3.1380 -0.7 0.4 0.2
C -1.6712 -0.2683 -4.4935 -0.1 0.4 -0.4
S -2.1133 2.2335 -0.1762 1.5 -0.7 -0.8
O -0.7209 2.4490 -0.7453 -0.8 0.4 -0.1
O -1.9009 1.9122 1.2509 -0.2 0.3 0.3
N -2.0877 0.4825 -0.8738 0.3 -0.1 0.0
C -2.6053 -0.5452 -0.0607 0.0 0.5 -0.2
C -3.6261 -1.4189 -0.3769 0.4 0.3 0.8
C -4.0211 -2.3274 0.5822 -0.2 -0.4 -0.8
C -3.4239 -2.3615 1.8243 0.3 1.0 -0.4
C -2.4053 -1.4556 2.0360 0.1 -0.5 0.1
N -1.9568 -0.6270 1.0990 0.4 0.1 0.5
H -3.7450 0.4624 -6.9120 0.4 0.2 -0.1
H -2.0764 -0.1141 -7.0294 0.3 -0.7 -0.2
H -2.3327 1.5905 -6.9367 -0.4 -0.1 0.0
H -4.2061 1.9733 -4.6111 -0.1 0.1 -0.2
H -3.8628 1.8804 -2.2031 -0.4 0.1 0.3
H -0.6860 -0.9276 -2.6903 0.3 -0.2 0.1
H -1.0896 -0.8622 -5.1772 0.3 -0.3 0.1
H -4.0307 -1.3730 -1.3432 -0.7 -0.1 -1.1
H -4.7704 -3.0352 0.2815 -0.3 -0.3 0.2
H -3.7148 -3.0204 2.5986 -0.3 -0.6 0.5
H -1.8883 -1.4642 2.9815 0.2 0.2 0.1
C 4.9712 0.8208 1.0757 0.3 -1.0 -0.1
C 5.3722 -0.4989 0.8086 -0.4 0.5 -0.4
C 4.4143 -1.4085 0.4120 0.2 0.0 0.6
C 3.0528 -1.0629 0.3488 0.8 -0.4 0.2
N 2.6923 0.2039 0.5629 -0.4 0.6 0.1
C 3.6374 1.1038 0.9214 -0.4 0.7 -0.2
C 2.0172 -2.1002 0.0926 0.7 0.4 -0.1
C 2.3903 -3.4432 0.0992 -0.5 -0.4 -0.5
C 1.4188 -4.4094 -0.1693 0.8 -0.2 0.4
C 0.1278 -4.0235 -0.4458 -0.4 0.1 0.0
C -0.2069 -2.6751 -0.4205 -0.7 -0.4 -0.1
C 0.7077 -1.6711 -0.1457 -0.5 0.9 0.2
H 5.7008 1.5508 1.3859 -0.1 0.3 0.0
H 6.4168 -0.7888 0.8309 -0.1 0.0 0.2
H 4.7291 -2.4267 0.2633 0.0 0.0 -0.3
H 3.2963 2.1427 1.0552 0.1 -0.8 0.0
H 3.4111 -3.7907 0.2327 -0.2 0.2 0.2
H 1.7073 -5.4551 -0.1056 -0.1 0.1 -0.2
H -0.6562 -4.7372 -0.6600 0.1 -0.2 0.0
H -1.2676 -2.4486 -0.5942 0.5 -0.1 0.0
```
Forces are in eV/Å.

Values from the calculation:
Charge ... +1
Maximum force ... 1.8 eV/A
2S+1 ... 2
Relative energy (zero: lowest compared OMol25 entry of this formula, charge and spin) ... 0.0 kcal/mol